C40H37BClNP2Y as an isolated structure at a distorted geometry. Source: the Open Molecules 2025 dataset; level of theory: ωB97M-V/def2-TZVPD.

Structure (XYZ):
```
83
Properties=species:S:1:pos:R:3
Y -0.70 -0.31 0.51
C 0.41 -0.02 -5.27
C 1.07 1.19 -4.65
C 1.57 2.18 -5.49
C 2.16 3.33 -5.00
C 2.24 3.54 -3.64
C 1.74 2.58 -2.78
C 1.17 1.40 -3.27
P 0.67 0.22 -1.99
C -0.94 -0.52 -2.53
C -1.87 0.51 -2.76
C -3.17 0.22 -3.14
C -3.54 -1.10 -3.31
C -2.64 -2.12 -3.06
C -1.33 -1.86 -2.64
C -0.44 -3.02 -2.30
C 2.00 -1.04 -1.96
C 2.79 -1.30 -3.07
C 3.80 -2.25 -3.03
C 4.04 -2.95 -1.86
C 3.31 -2.67 -0.72
C 2.28 -1.73 -0.76
C 1.58 -1.29 0.44
H 0.81 -0.19 -6.27
H -0.67 0.14 -5.37
H 0.55 -0.93 -4.69
H 1.51 2.03 -6.56
H 2.54 4.08 -5.69
H 2.69 4.45 -3.24
H 1.80 2.73 -1.71
H -1.57 1.55 -2.65
H -3.88 1.02 -3.31
H -4.55 -1.35 -3.61
H -2.95 -3.15 -3.15
H -0.99 -3.95 -2.42
H -0.09 -2.99 -1.26
H 0.45 -3.06 -2.93
H 2.64 -0.75 -3.99
H 4.40 -2.44 -3.91
H 4.84 -3.69 -1.82
H 3.52 -3.18 0.22
H 2.55 -0.34 2.06
H -0.10 -1.51 1.88
Cl 1.23 -0.96 1.98
C 1.51 -1.90 3.19
C 1.82 -1.62 4.58
C 1.05 -2.31 5.65
C 0.11 -1.54 6.21
C 0.03 -0.24 5.57
C 0.98 -0.09 4.63
P 0.61 0.72 2.98
C 1.16 2.40 2.65
C 1.07 3.28 3.73
C 1.46 4.60 3.55
C 1.92 5.02 2.30
C 2.02 4.13 1.24
C 1.66 2.80 1.41
C -1.30 0.65 2.96
C -2.09 1.80 2.85
C -3.45 1.70 3.08
C -4.04 0.47 3.37
C -3.27 -0.67 3.44
C -1.90 -0.61 3.24
H 2.87 -1.43 4.85
H 1.30 -3.31 5.96
H -0.53 -1.83 7.03
H -0.76 0.47 5.78
H 0.72 2.95 4.70
H 1.42 5.30 4.38
H 2.21 6.06 2.16
H 2.41 4.47 0.29
H 1.80 2.08 0.61
H -1.63 2.76 2.65
H -4.06 2.59 3.04
H -5.11 0.42 3.53
H -3.73 -1.62 3.67
H -1.29 -1.49 3.37
B -4.72 -3.12 -0.02
C -3.59 -2.05 0.06
N -2.73 -1.28 0.11
H -5.18 -3.22 1.10
H -4.17 -4.13 -0.39
H -5.53 -2.71 -0.82
```

The max |F| comes out at 7.3 eV Å⁻¹. The calculation puts the relative energy (zero: lowest compared OMol25 entry of this formula, charge and spin) at 482.8 kcal/mol. Its multiplicity is 1. The charge is +1. The LUMO energy is -3.77 eV. The highest occupied orbital energy is -9.5861 eV. For the frontier orbital gap, the calculation gives 5.82 eV.

Mulliken atomic charge list, values in e, 8 entries: 0.213 -1.530 0.970 -0.872 -0.784 -0.623 -1.024 0.834